Here is a cluster of 3 separate species, C4H15NO3 in total in a non-equilibrium geometry from the Open Molecules 2025 dataset. Energies are from ωB97M-V/def2-TZVPD.

Computed properties:
- SMILES string = COC[C@H](C)N.O.O
- E (eV) = -12023.27457
- M (g mol⁻¹) = 125.17
- energy above the lowest of the compared OMol25 structures with the same formula, charge and spin (kcal per mole) = 21.76
- HOMO level (eV) = -9.67
- frontier orbital gap (eV) = 10.0

ORCA input file:
```
! RIJCOSX wB97M-V def2-TZVPD def2/J DEFGRID3
* xyz 0 1
O -1.218 -3.139 -1.999
H -1.695 -2.355 -2.319
H -0.290 -2.911 -2.105
O -1.748 -0.505 -3.148
H -2.270 0.092 -2.596
H -1.865 -0.176 -4.048
C 1.019 -0.061 -0.689
C 0.211 1.007 0.037
C 0.378 0.890 1.536
O -0.162 -0.308 2.019
C 0.175 -0.562 3.364
N 0.602 2.372 -0.392
H 0.812 0.057 -1.756
H 0.692 -1.074 -0.434
H 2.080 0.014 -0.452
H -0.854 0.949 -0.202
H -0.103 1.727 2.068
H 1.439 1.059 1.788
H -0.444 -1.405 3.663
H 0.012 0.294 4.030
H 1.237 -0.834 3.436
H 0.372 2.413 -1.384
H 1.619 2.455 -0.418
*
```

Quick look at the Mulliken charges, all values in e: O -0.64; H 0.37; H 0.29; O -0.65; H 0.32; H 0.30; C -1.18; C 0.61; C -0.90; O -0.29; C -0.75; N -0.75; H 0.39; H 0.23; H 0.33; H 0.17; H 0.43; H 0.32; H 0.23; H 0.30; H 0.31; H 0.29; H 0.27

---

Here is a structure of composition C30H48P2ScTe in a non-equilibrium geometry from the Open Molecules 2025 dataset. Energies are from ωB97M-V/def2-TZVPD.

Computed properties:
- E (eV) = -78451.56589
- M (g mol⁻¹) = 643.22
- energy above the lowest of the compared OMol25 structures with the same formula, charge and spin (kcal per mole) = 0.00
- HOMO level (spin up / spin down) (eV) = -10.09 / -9.44
- frontier orbital gap (spin up / spin down) (eV) = 7.1 / 4.9

ORCA input file:
```
! RIJCOSX wB97M-V def2-TZVPD def2/J DEFGRID3
* xyz 1 1
Sc 0.305 0.635 1.021
C 0.839 0.304 3.415
C 1.940 0.900 2.722
C 0.161 2.377 2.661
C -0.246 1.214 3.392
C 1.534 2.199 2.273
C 0.940 -0.825 4.367
H 1.801 -1.462 4.153
H 0.039 -1.456 4.325
H 1.041 -0.454 5.399
C -1.372 1.116 4.362
H -1.644 0.064 4.537
H -2.288 1.612 4.014
H -1.095 1.558 5.339
C -0.581 3.669 2.654
H -0.434 4.234 3.592
H -1.659 3.510 2.538
H -0.270 4.311 1.823
C 2.471 3.230 1.753
H 2.961 3.802 2.555
H 1.961 3.936 1.098
H 3.260 2.758 1.167
C 3.345 0.407 2.789
H 3.935 0.951 3.546
H 3.859 0.515 1.826
H 3.379 -0.658 3.055
C -0.518 -1.699 0.300
C 0.525 -2.110 1.079
C 1.970 -2.272 0.696
C 2.399 -1.560 -0.606
C 2.086 -0.077 -0.678
C 1.040 0.529 -1.311
C -0.272 -0.105 -1.725
C -0.565 -1.530 -1.213
H 2.204 -3.347 0.619
H 2.016 -2.129 -1.476
H 2.605 -1.941 1.532
H 0.083 -2.249 -1.746
H -1.492 -1.639 0.812
H 0.268 -2.447 2.096
H -1.604 -1.773 -1.520
H -1.135 0.550 -1.488
H 1.177 1.550 -1.683
H -0.315 -0.130 -2.847
H 3.506 -1.632 -0.650
H 2.937 0.571 -0.387
P -0.706 -0.332 -4.974
P -0.365 2.391 -6.346
C -0.746 -0.341 -6.878
C -1.145 1.015 -7.402
H -1.489 -1.091 -7.186
H 0.247 -0.664 -7.235
H -0.775 1.120 -8.432
H -2.240 1.161 -7.398
C -1.224 3.612 -7.417
H -0.869 4.615 -7.176
H -2.306 3.547 -7.261
H -1.004 3.396 -8.471
C 1.188 2.411 -7.362
H 0.924 2.372 -8.429
H 1.841 1.567 -7.112
H 1.699 3.359 -7.157
C -2.254 -1.335 -4.880
H -2.472 -1.643 -3.851
H -2.152 -2.212 -5.534
H -3.078 -0.710 -5.258
C 0.625 -1.606 -4.951
H 1.535 -1.145 -5.365
H 0.331 -2.446 -5.594
H 0.833 -1.952 -3.932
Te -2.458 -2.676 3.762
C -2.432 -2.629 5.821
C -3.326 -1.793 6.534
C -3.159 -1.661 7.917
C -2.152 -2.378 8.592
C -1.286 -3.226 7.868
C -1.434 -3.382 6.485
H -4.099 -1.263 5.982
H -3.807 -1.004 8.489
H -2.043 -2.286 9.676
H -0.504 -3.759 8.399
H -0.795 -4.038 5.896
*
```

Quick look at the Mulliken charges, all values in e: Sc 0.43; C 0.82; C 0.91; C 0.27; C 1.01; C 0.77; C -1.51; H 0.37; H -0.10; H 0.38; C -1.41; H 0.05; H 0.40; H 0.32; C -1.92; H 0.31; H 0.38; H 0.41; C -1.71; H 0.31; H 0.42; H 0.36; C -1.83; H 0.37; H 0.36; H 0.40; C -0.46; C -0.27; C -0.50; C -1.13; C -0.21; C -0.83; C 1.98; C -0.46; H 0.63; H 0.06; H 0.11; H 0.14; H 0.20; H 0.24; H 0.56; H 0.47; H 0.64; H -2.09; H 0.58; H 0.52; P 0.55; P 0.19; C -1.02; C -0.95; H 0.46; H 0.47; H 0.57; H 0.46; C -1.15; H 0.39; H 0.36; H 0.32; C -1.15; H 0.37; H 0.28; H 0.39; C -1.27; H 0.29; H 0.37; H 0.34; C -1.07; H 0.33; H 0.42; H 0.17; Te 0.21; C 0.42; C -0.43; C -0.47; C -0.48; C -0.52; C -0.49; H 0.39; H 0.38; H 0.37; H 0.38; H 0.37

---

Here is the molecule C5H5NO in a non-equilibrium geometry from the Open Molecules 2025 dataset. Energies are from ωB97M-V/def2-TZVPD.

Computed properties:
- SMILES string = Oc1cccnc1
- E (eV) = -8803.25999
- M (g mol⁻¹) = 95.10
- energy above the lowest of the compared OMol25 structures with the same formula, charge and spin (kcal per mole) = 3.67
- HOMO level (eV) = -9.04
- frontier orbital gap (eV) = 9.7

ORCA input file:
```
! RIJCOSX wB97M-V def2-TZVPD def2/J DEFGRID3
* xyz 0 1
C -0.564 0.386 -0.778
C -0.827 -0.537 0.240
C 0.157 -0.855 1.152
C 1.409 -0.263 1.020
C 0.721 0.927 -0.812
H -2.357 0.396 -1.457
H -1.839 -0.967 0.309
H -0.107 -1.592 1.916
H 2.265 -0.562 1.652
H 0.942 1.682 -1.586
N 1.681 0.603 0.046
O -1.483 0.783 -1.702
*
```

Quick look at the Mulliken charges, all values in e: C 0.78; C -0.34; C -0.34; C -0.31; C -0.27; H 0.30; H 0.23; H 0.33; H 0.32; H 0.34; N -0.55; O -0.51

---

Here is a structure of composition C4H4CuO in a non-equilibrium geometry from the Open Molecules 2025 dataset. Energies are from ωB97M-V/def2-TZVPD.

Computed properties:
- E (eV) = -50894.26366
- M (g mol⁻¹) = 131.62
- energy above the lowest of the compared OMol25 structures with the same formula, charge and spin (kcal per mole) = 24.24
- HOMO level (spin up / spin down) (eV) = -5.84 / -8.88
- frontier orbital gap (spin up / spin down) (eV) = 4.4 / 7.6

ORCA input file:
```
! RIJCOSX wB97M-V def2-TZVPD def2/J DEFGRID3
* xyz 0 2
H 1.597 2.237 0.042
C 1.625 1.155 -0.106
C 0.481 0.408 -0.061
C -1.000 0.466 0.288
C -0.378 -0.688 -0.437
H 2.579 0.701 -0.384
H -1.645 1.165 -0.274
H -1.286 0.347 1.348
O -0.496 -1.952 -0.527
Cu -1.477 -3.838 0.112
*
```

Quick look at the Mulliken charges, all values in e: H 0.26; C -0.60; C 0.22; C -0.52; C 0.48; H 0.25; H 0.23; H 0.23; O -0.42; Cu -0.14

---

Here is a structure of composition C16H15Cl2N8OPtS in a non-equilibrium geometry from the Open Molecules 2025 dataset. Energies are from ωB97M-V/def2-TZVPD.

Computed properties:
- E (eV) = -69925.20533
- M (g mol⁻¹) = 633.40
- energy above the lowest of the compared OMol25 structures with the same formula, charge and spin (kcal per mole) = 28.85
- HOMO level (eV) = -10.27
- frontier orbital gap (eV) = 7.1

ORCA input file:
```
! RIJCOSX wB97M-V def2-TZVPD def2/J DEFGRID3
* xyz 1 1
Pt 0.596 -0.348 -1.162
C 1.785 4.872 -0.978
C 2.592 3.633 -1.063
N 3.879 3.549 -1.039
N 4.147 2.208 -1.123
C 3.054 1.452 -1.199
S 2.934 -0.225 -1.330
N 2.046 2.358 -1.161
N 0.705 1.983 -1.234
H 2.461 5.721 -0.925
H 1.160 4.871 -0.084
H 1.144 4.987 -1.853
H 5.100 1.883 -1.134
H 0.192 2.388 -0.457
H 0.304 2.269 -2.124
Cl 0.082 -5.307 -1.489
C -1.144 -4.106 -1.338
C -2.487 -4.499 -1.206
C -3.490 -3.578 -1.078
Cl -5.133 -4.102 -0.915
C -3.187 -2.199 -1.069
C -4.118 -1.152 -0.905
C -3.689 0.147 -0.890
C -2.322 0.421 -1.030
N -1.427 -0.532 -1.187
C -1.832 -1.839 -1.211
C -0.785 -2.773 -1.358
O 0.448 -2.339 -1.500
H -2.720 -5.555 -1.200
H -5.166 -1.391 -0.790
H -4.384 0.965 -0.769
H -1.964 1.442 -1.031
N 2.290 -1.675 4.078
C 1.434 -0.883 3.392
C 1.472 -0.809 1.981
N 0.644 -0.027 1.321
C -0.243 0.691 2.024
C -0.269 0.614 3.402
N 0.561 -0.162 4.090
H 2.901 -2.317 3.610
H 2.183 -1.738 5.075
H 2.176 -1.397 1.404
H -0.946 1.307 1.475
H -0.985 1.191 3.977
*
```

Quick look at the Mulliken charges, all values in e: Pt 1.26; C -1.24; C 0.91; N -0.71; N 0.20; C 0.38; S -0.55; N 0.44; N -1.06; H 0.36; H 0.31; H 0.32; H 0.17; H 0.31; H 0.35; Cl -0.19; C 0.47; C -0.66; C 0.56; Cl -0.23; C 0.12; C -0.62; C -0.96; C 0.07; N -0.12; C 0.05; C 0.35; O -0.82; H 0.47; H 0.44; H 0.41; H 0.38; N -0.41; C 0.44; C -0.26; N 0.00; C -0.32; C -0.44; N -0.60; H 0.20; H 0.25; H 0.25; H 0.36; H 0.37